Entry 1:
{"formula": "C16H20N4", "method": "ωB97M-V with the def2-TZVPD basis set", "homo_lumo_gap_ev": 8.5, "smiles": "c1cc[nH]c1.c1cc[nH]c1.c1cc[nH]c1.c1cc[nH]c1", "energy_ha": -840.62348, "homo_energy_ev": -8.09, "total_charge": 0, "lumo_ev": 0.430, "species": ["C", "C", "H", "H", "H", "C", "C", "H", "N", "C", "C", "C", "N", "H", "H", "H", "C", "H", "H", "N", "H", "C", "H", "H", "H", "C", "H", "C", "C", "N", "C", "H", "H", "H", "H", "C", "C", "C", "H", "H"], "coordinates": [[-0.02545, 7.64686, 0.13114], [-0.50219, 6.38787, 0.57500], [3.76264, -3.54329, 0.10049], [-1.31973, 6.11388, -2.54699], [-2.10534, -3.16621, 0.76107], [4.30485, -1.89144, -1.14239], [-1.28758, 0.94919, -0.14106], [-1.19959, 4.75231, -0.58154], [-0.07944, 0.54251, 0.42929], [-1.01905, 6.56288, -1.61190], [2.65614, -2.21972, -2.60583], [-1.11702, -4.59117, 1.99917], [-1.88345, -4.12551, 0.98603], [-0.67424, -3.97504, 2.76775], [1.76840, -3.91926, -1.39495], [-0.32880, 8.71439, -1.80893], [-1.83925, -6.38112, 0.77420], [-1.45775, 1.01219, -1.20571], [-3.24881, 1.45149, 0.87607], [-0.98363, 5.73842, -0.54969], [0.62790, 0.05112, -0.09826], [-2.37742, -5.18760, 0.25093], [-2.10462, 0.84796, 3.06403], [5.14231, -1.48369, -0.59576], [-0.58952, -6.75175, 2.48539], [2.53916, -3.19460, -1.61220], [-1.96917, -7.36740, 0.35374], [-1.56596, 0.90214, 2.12953], [-1.08594, -5.99838, 1.89175], [3.59689, -2.99448, -0.73103], [-0.44539, 7.79473, -1.25481], [-0.34662, 5.86834, 1.50897], [3.94431, -0.39099, -2.78670], [0.52912, 0.27143, 2.48446], [2.01256, -2.15798, -3.47092], [-0.22640, 0.55598, 1.76709], [3.70847, -1.30735, -2.26606], [-2.21652, 1.14077, 0.94108], [-3.07498, -5.07484, -0.56583], [0.48123, 8.41718, 0.69353]], "forces_ev_per_angstrom": [[-1.762, -1.165, -0.630], [1.594, 1.152, -1.351], [0.070, 0.244, -0.260], [-0.137, 0.518, -0.118], [0.133, -0.160, 0.337], [-0.148, 1.298, -0.270], [-1.230, -0.176, 1.824], [-0.142, 0.285, 0.067], [-1.715, 0.669, -0.738], [0.862, 1.088, -0.595], [-0.653, -0.204, 0.750], [0.502, -1.896, 0.588], [-0.939, -0.621, -0.810], [-0.081, 0.137, -0.282], [0.239, -0.127, -0.279], [-0.047, -0.343, -0.279], [-0.955, 2.024, -0.788], [0.234, -0.074, 0.124], [0.066, -0.025, -0.358], [-0.121, -0.037, 1.596], [0.193, 0.384, 0.243], [0.710, -1.080, 0.254], [0.691, 0.219, 0.274], [-0.038, -0.343, 0.166], [0.224, 0.524, 0.365], [0.935, 0.984, -0.316], [-0.123, 0.089, 0.188], [2.208, -0.846, -0.547], [0.340, 0.757, 0.114], [-0.548, 0.507, -0.871], [0.061, -1.417, 1.277], [-0.124, 0.043, -0.129], [0.321, -0.235, 0.113], [0.264, -0.091, -0.438], [-0.094, 0.093, 0.131], [-1.545, -0.304, 2.462], [-0.157, -2.189, 0.888], [0.883, 0.203, -2.912], [0.216, 0.292, 0.025], [-0.185, -0.174, 0.184]], "nbo_charge": [-0.2953, -0.0962, 0.4184, 0.2065, 0.4209, -0.0689, -0.1193, 0.4158, -0.5006, -0.0702, -0.3042, -0.0857, -0.4993, 0.2143, 0.2206, 0.2239, -0.3040, 0.2137, 0.2210, -0.5009, 0.4300, -0.0894, 0.2286, 0.2099, 0.2204, -0.0922, 0.2236, -0.3211, -0.3112, -0.5127, -0.3187, 0.2133, 0.2299, 0.2107, 0.2191, -0.0656, -0.3192, -0.2962, 0.2100, 0.2200]}

---

Entry 2:
{"formula": "C16H11FeN3O5S5", "method": "ωB97M-V with the def2-TZVPD basis set", "homo_lumo_gap_ev": [6.7, 6.6], "energy_ha": -4411.66483, "homo_energy_ev": [-4.40, -5.31], "total_charge": -1, "lumo_ev": [2.257, 1.317], "multiplicity": 2, "s_squared": 0.766, "species": ["N", "C", "S", "C", "S", "O", "H", "C", "H", "C", "Fe", "C", "H", "S", "H", "C", "C", "N", "S", "C", "O", "H", "C", "C", "C", "H", "C", "O", "H", "O", "O", "H", "H", "C", "C", "C", "H", "C", "H", "S", "N"], "coordinates": [[-0.93883, 0.38398, -2.76347], [0.02310, 1.61024, -4.57558], [5.33206, -0.71332, 0.89112], [-0.75721, 0.64840, 2.10044], [-1.64965, -1.24378, -0.77095], [0.10583, 0.60049, 1.16481], [0.90358, 0.96731, -4.60460], [-1.19683, 3.69480, -0.11378], [0.29708, 2.61787, -4.88025], [-0.92997, -2.97904, 2.15936], [0.52036, -1.29065, 0.48145], [-0.18894, -3.92437, 1.21058], [-2.84313, -0.11596, 3.83316], [1.72785, -0.77983, -1.44695], [-2.34282, -4.33565, 2.98737], [-2.70842, -2.27301, 3.57563], [-1.10537, 2.61153, -1.13125], [-1.55180, 1.39605, -0.76628], [2.52603, -1.31571, 1.67074], [-1.19352, -0.71081, 2.62457], [-1.35211, 1.65638, 2.49482], [-2.22361, 3.80590, 0.23519], [-2.02933, -3.30324, 2.93641], [3.28997, -0.66468, -0.84520], [-0.53663, 1.56925, -3.18609], [-1.83807, 1.26346, 0.19646], [-1.37812, 0.25706, -1.50521], [-0.37357, -5.12734, 1.34426], [-0.70325, 1.19660, -5.27455], [7.06134, -0.05225, -0.97959], [0.52225, -3.31000, 0.34763], [-0.85253, 4.63662, -0.53263], [-0.59651, 3.41598, 0.75516], [3.63210, -0.89112, 0.48668], [5.91219, -0.29461, -0.72519], [-2.30505, -0.95091, 3.40965], [-3.58509, -2.49524, 4.17110], [-0.57385, 2.72948, -2.38715], [-0.19059, 3.67527, -2.73695], [4.61186, -0.24682, -1.92278], [-0.52080, -1.71828, 2.07186]], "forces_ev_per_angstrom": [[-0.045, 0.111, -0.137], [-0.039, -0.033, 0.069], [-0.030, -0.036, 0.034], [-0.116, -0.161, -0.087], [-0.069, -0.148, -0.020], [0.185, 0.008, 0.148], [0.021, 0.001, -0.008], [0.013, -0.003, -0.051], [0.001, 0.024, -0.001], [0.149, 0.156, 0.072], [0.289, -0.045, 0.498], [-0.036, 0.098, 0.032], [-0.026, 0.014, 0.004], [-0.098, -0.026, 0.077], [-0.019, -0.017, 0.006], [0.013, -0.031, 0.019], [0.008, -0.091, -0.034], [0.028, -0.016, -0.028], [-0.198, -0.006, -0.080], [0.216, -0.155, 0.017], [-0.023, 0.124, -0.019], [-0.017, 0.001, 0.015], [0.045, 0.085, 0.111], [0.059, 0.015, 0.015], [0.027, 0.173, -0.017], [-0.044, 0.046, 0.042], [0.063, 0.154, 0.051], [0.036, -0.112, -0.038], [-0.004, -0.006, -0.005], [0.115, -0.013, -0.032], [-0.019, -0.013, -0.041], [0.020, 0.027, 0.009], [-0.023, -0.017, -0.004], [0.054, 0.013, -0.023], [-0.091, 0.059, 0.030], [0.148, -0.097, 0.059], [-0.015, -0.005, 0.012], [-0.037, -0.210, -0.031], [0.016, 0.006, -0.025], [-0.045, -0.017, -0.018], [-0.512, 0.143, -0.620]], "lowdin_spin": [0.0031, 0.0002, 0.0075, 0.0007, 0.0017, 0.0109, 0.0001, 0.0000, 0.0000, -0.0002, 0.0788, 0.0008, 0.0000, 0.2798, 0.0000, -0.0003, 0.0004, 0.0007, 0.2935, 0.0000, 0.0003, 0.0000, 0.0000, 0.1321, 0.0029, 0.0000, 0.0023, 0.0005, 0.0000, 0.0270, 0.0101, 0.0000, 0.0000, 0.1276, 0.0097, 0.0000, 0.0000, 0.0008, 0.0000, 0.0089, 0.0001]}